No. 1
ORCA calculation (wB97M-V/def2-TZVPD) on a cluster of 2 separate species, C23H34N3 in total.

```
60
Properties=species:S:1:pos:R:3:forces:R:3
C -2.857 0.211 7.268 0.12 -0.14 -0.12
N -3.182 0.246 5.852 -0.49 -0.16 0.15
C -4.131 1.290 5.503 0.13 -0.09 -0.14
C -2.382 -0.399 4.901 0.39 -0.38 -0.49
C -2.728 -1.688 4.409 0.06 0.63 0.23
C -1.911 -2.341 3.505 0.43 -0.27 -0.17
C -0.686 -1.773 3.050 -0.29 0.37 0.52
C 0.181 -2.474 2.142 -0.24 0.74 -0.80
C 1.245 -1.845 1.490 -0.03 0.04 0.12
C 2.072 -2.400 0.518 -0.03 -0.05 0.28
C 3.229 -1.748 -0.017 0.54 0.43 -0.40
C 4.011 -2.379 -1.028 -0.33 -0.02 0.22
C 5.150 -1.790 -1.546 0.19 0.55 0.22
C 5.579 -0.515 -1.085 -0.61 -0.40 0.30
N 6.748 0.070 -1.581 0.32 -0.06 -0.32
C 6.741 1.045 -2.657 -0.18 -0.10 0.07
C 8.027 -0.041 -0.900 -0.19 -0.11 0.07
C 4.797 0.139 -0.099 -0.02 -0.30 -0.14
C 3.663 -0.462 0.422 -0.05 -0.06 -0.06
C -0.378 -0.463 3.523 0.03 -0.13 -0.06
C -1.202 0.206 4.409 -0.13 -0.13 -0.02
H -2.053 -0.510 7.458 -0.21 0.17 0.02
H -2.545 1.208 7.617 0.06 -0.19 0.03
H -3.750 -0.083 7.838 0.24 0.02 0.01
H -4.259 1.351 4.416 -0.01 0.00 0.27
H -5.102 1.066 5.968 0.12 0.11 -0.18
H -3.793 2.265 5.887 -0.08 -0.07 -0.18
H -3.658 -2.140 4.764 0.34 0.12 -0.15
H -2.207 -3.319 3.121 0.08 0.17 0.16
H -0.083 -3.503 1.869 0.13 0.35 0.07
H 1.433 -0.799 1.734 -0.05 -0.45 0.04
H 1.844 -3.398 0.132 0.09 0.16 0.18
H 3.691 -3.351 -1.399 0.09 0.13 0.07
H 5.747 -2.288 -2.312 -0.22 0.14 0.25
H 5.732 1.148 -3.074 0.25 0.01 0.05
H 7.085 2.023 -2.289 -0.15 -0.06 -0.13
H 7.430 0.723 -3.451 -0.19 0.13 0.04
H 7.950 -0.723 -0.045 0.07 0.16 -0.20
H 8.785 -0.422 -1.599 -0.06 0.02 0.22
H 8.360 0.948 -0.549 0.00 -0.19 0.07
H 5.117 1.125 0.248 -0.13 -0.36 -0.09
H 3.095 0.070 1.183 0.22 -0.11 -0.18
H 0.534 0.032 3.198 -0.22 -0.10 0.15
H -0.949 1.215 4.752 -0.05 -0.44 -0.11
C 1.423 -10.493 3.378 -0.02 0.04 0.01
C 0.706 -9.204 2.981 -0.16 0.13 -0.17
C 1.204 -7.928 3.663 -0.02 0.26 0.20
C 0.459 -6.674 3.176 -0.53 -0.35 -0.35
N 0.928 -5.441 3.769 0.58 0.25 0.61
H 1.004 -11.335 2.820 0.07 0.08 0.08
H 2.492 -10.450 3.153 -0.08 0.04 0.06
H 1.303 -10.714 4.443 0.05 0.08 -0.08
H 0.793 -9.075 1.895 -0.04 -0.02 0.07
H -0.365 -9.317 3.192 0.08 0.03 -0.06
H 1.061 -8.014 4.750 0.15 0.05 -0.19
H 2.282 -7.812 3.478 -0.13 0.01 0.05
H 0.487 -6.636 2.072 -0.01 -0.21 0.14
H -0.595 -6.761 3.476 0.09 -0.19 -0.24
H 1.940 -5.358 3.756 -0.20 0.13 -0.12
H 0.488 -4.599 3.414 0.23 -0.43 0.13
```
Positions in Å, forces in eV/Å.

- Kohn-Sham gap: 5.26 eV
- Maximum force: 1.1 eV/Å
- ΔE to the lowest compared entry with this formula, charge and spin: 242.2 kJ/mol
- Charge: +1

Atom charges from the Löwdin analysis, given in e for atoms 1 to 8:
1. C -0.06
2. N -0.25
3. C -0.07
4. C -0.21
5. C 0.03
6. C 0.00
7. C -0.20
8. C 0.04

=====

No. 2
ORCA calculation (wB97M-V/def2-TZVPD) on an isolated molecule of C23H34N4O2.

```
63
Properties=species:S:1:pos:R:3:forces:R:3
C 9.382 -0.757 -1.760 -0.15 0.20 -0.04
C 8.832 0.489 -1.060 0.10 -0.05 0.00
C 9.944 1.198 -0.283 -0.20 0.05 -0.16
C 7.737 0.097 -0.122 -0.17 0.15 -0.22
C 6.468 0.476 -0.219 0.21 0.05 -0.01
C 5.478 0.043 0.794 -0.05 -0.11 0.17
O 5.817 -0.337 1.906 0.19 -0.10 0.15
N 4.169 0.096 0.437 -0.15 -0.05 0.11
C 3.162 -0.200 1.438 -0.06 0.06 0.48
C 2.004 0.782 1.317 0.00 -0.09 -0.16
C 1.316 0.697 -0.069 0.21 0.01 -0.06
N -0.002 0.085 -0.089 -0.08 0.05 -0.08
C -0.125 -1.216 0.540 -0.09 -0.18 -0.16
C -1.425 -1.880 0.095 -0.02 0.04 0.25
C -2.619 -1.015 0.486 0.10 -0.12 -0.48
C -3.921 -1.588 -0.057 0.22 0.07 0.56
O -3.985 -2.351 -0.998 0.09 -0.17 -0.38
N -5.016 -1.169 0.622 -0.45 0.06 0.20
C -6.348 -1.375 0.111 0.09 -0.29 -0.01
C -7.065 -0.066 -0.097 -0.14 0.03 -0.12
C -8.266 -0.007 -0.798 0.06 0.13 0.08
C -8.887 1.219 -0.948 0.08 -0.05 0.05
C -8.293 2.345 -0.395 0.03 -0.05 0.00
C -7.099 2.181 0.286 -0.22 0.35 -0.05
N -6.501 1.011 0.435 0.22 -0.23 0.15
C -2.415 0.386 -0.103 0.11 0.13 0.33
C -1.073 0.955 0.351 -0.20 0.05 -0.21
C 2.246 -0.007 -1.068 0.01 0.31 0.12
C 3.688 0.453 -0.883 0.02 0.05 -0.44
H 9.780 -1.456 -1.028 0.07 -0.11 0.08
H 10.179 -0.484 -2.447 0.11 -0.01 -0.06
H 8.596 -1.256 -2.321 -0.02 -0.09 -0.06
H 8.434 1.174 -1.817 -0.01 -0.04 0.06
H 9.554 2.084 0.214 0.03 0.09 0.08
H 10.358 0.535 0.472 0.08 -0.07 0.11
H 10.743 1.499 -0.956 0.11 0.03 -0.03
H 8.017 -0.556 0.694 -0.01 -0.10 0.18
H 6.143 1.137 -1.009 0.04 0.05 -0.18
H 3.651 -0.114 2.412 -0.13 -0.10 -0.16
H 2.808 -1.232 1.331 0.02 0.02 0.08
H 1.281 0.585 2.108 -0.03 0.05 0.06
H 2.390 1.792 1.472 0.01 0.01 0.07
H 1.166 1.720 -0.435 0.03 -0.10 0.01
H 0.714 -1.844 0.244 0.03 -0.01 0.07
H -0.124 -1.142 1.644 0.09 0.00 -0.02
H -1.423 -2.004 -0.988 0.02 -0.06 0.01
H -1.512 -2.867 0.551 0.00 -0.05 -0.03
H -2.685 -0.943 1.577 -0.02 0.01 -0.02
H -4.935 -0.395 1.266 0.17 -0.03 -0.11
H -6.928 -1.993 0.810 0.02 0.03 -0.16
H -6.256 -1.922 -0.832 -0.07 0.04 0.16
H -8.694 -0.906 -1.215 -0.04 -0.10 -0.05
H -9.819 1.300 -1.490 -0.06 0.00 -0.04
H -8.743 3.320 -0.492 -0.02 0.09 0.00
H -6.590 3.022 0.740 -0.05 0.13 0.00
H -2.415 0.312 -1.191 -0.03 0.03 -0.05
H -3.223 1.055 0.200 -0.05 0.02 -0.02
H -0.930 1.942 -0.096 0.03 -0.01 0.06
H -1.083 1.078 1.451 0.02 0.04 -0.01
H 2.198 -1.087 -0.944 -0.01 -0.09 -0.01
H 1.919 0.220 -2.083 0.00 -0.04 -0.01
H 4.315 -0.024 -1.641 -0.06 0.14 0.05
H 3.740 1.543 -1.026 0.01 -0.07 -0.10
```
Positions in Å, forces in eV/Å.

- Kohn-Sham gap: 9.20 eV
- Maximum force: 0.6 eV/Å
- ΔE to the lowest compared entry with this formula, charge and spin: 114.3 kJ/mol
- Structure (SMILES): CC(C)/C=C/C(=O)N1CCC(N2CCC(C(=O)NCc3ccccn3)CC2)CC1

Atom charges from the Löwdin analysis, given in e for atoms 1 to 8:
1. C -0.07
2. C -0.43
3. C -0.07
4. C -0.06
5. C 0.00
6. C -0.46
7. O 0.04
8. N -0.05

=====

No. 3
ORCA calculation (wB97M-V/def2-TZVPD) on a structure of composition C23H35BeBr7ClN4NaO10S.

```
83
Properties=species:S:1:pos:R:3:forces:R:3
C -2.026 1.493 -1.055 0.44 -0.03 0.38
C -1.025 0.393 -0.708 -0.46 0.72 0.24
O -1.501 -0.885 -1.113 0.59 0.29 0.26
C -0.497 -1.754 -1.562 -0.87 -1.45 0.38
C -0.265 -2.995 -0.696 -0.54 0.17 -0.33
N 0.687 -2.830 0.442 0.71 -0.86 1.27
C 1.370 -3.860 1.106 -1.07 0.01 0.13
C 2.104 -3.327 2.101 -0.17 0.35 -0.52
N 1.914 -1.948 2.021 0.72 -1.20 0.31
C 1.071 -1.716 1.028 -0.52 1.69 -0.53
H -1.781 1.953 -2.008 -0.30 -0.17 -0.21
H -1.915 2.265 -0.291 -0.16 0.12 -0.04
H -3.047 1.118 -1.016 -0.04 0.03 -0.14
H -0.909 0.397 0.376 0.07 -0.11 0.18
H -0.068 0.674 -1.151 0.11 -0.46 -0.19
H -0.820 -2.159 -2.577 0.46 0.34 1.54
H 0.466 -1.282 -1.725 -0.04 0.27 -0.05
H -1.193 -3.439 -0.334 -0.01 0.22 0.36
H 0.178 -3.717 -1.370 0.15 -0.15 0.05
H 1.236 -4.888 0.837 -0.17 -0.09 0.07
H 2.706 -3.846 2.819 -1.10 0.10 0.17
H 2.331 -1.267 2.634 -0.21 0.36 -0.20
H 0.784 -0.708 0.775 -0.14 -0.04 -0.31
C 6.110 1.520 -0.640 0.39 0.01 -0.10
C 4.712 1.566 -0.952 -0.64 -0.35 0.15
C 3.871 0.514 -0.234 -0.27 -0.37 0.40
O 2.650 0.459 -0.334 0.08 0.24 -0.12
C 4.565 -0.441 0.578 -0.13 0.07 -0.07
C 5.936 -0.501 0.885 0.30 0.26 -0.09
C 6.781 0.601 0.261 -0.07 0.36 -0.23
O 7.969 0.731 0.485 0.03 -0.29 0.15
O 6.467 -1.354 1.601 -0.34 -0.52 0.37
O 4.179 2.351 -1.710 0.32 0.15 -0.04
H 6.773 2.241 -1.102 -0.13 0.11 -0.03
H 3.923 -1.201 0.992 0.05 -0.34 -0.06
Na 4.547 -3.729 3.014 1.47 0.46 -0.21
Be -0.376 -2.105 3.316 -1.29 1.47 0.36
Cl 0.212 -1.344 -4.051 0.71 0.38 -2.11
C 6.314 5.476 1.025 -0.02 0.07 -0.04
Br 7.620 4.987 -0.300 -0.03 0.01 0.05
Br 4.918 6.568 0.283 0.03 -0.06 0.01
Br 5.598 3.934 1.935 0.03 -0.01 -0.04
H 6.825 6.070 1.768 0.00 -0.02 0.02
C -5.166 3.578 -3.487 -0.04 -0.22 0.07
C -3.927 4.239 -4.080 -0.27 0.18 0.10
C -3.308 5.316 -3.172 0.25 -0.13 -0.16
O -4.014 6.544 -3.156 0.01 -0.06 0.18
C -5.142 6.576 -2.304 -0.03 0.21 -0.15
N -4.257 4.774 -5.405 0.19 0.10 0.05
H -6.053 4.208 -3.559 0.06 0.08 -0.01
H -5.393 2.654 -4.020 0.02 0.02 -0.05
H -5.012 3.324 -2.436 0.00 0.02 0.01
H -3.176 3.454 -4.210 0.09 0.08 0.01
H -2.316 5.556 -3.564 -0.03 0.08 -0.04
H -3.157 4.945 -2.150 -0.14 -0.04 0.01
H -4.985 5.981 -1.400 -0.01 -0.07 -0.03
H -6.039 6.233 -2.826 -0.04 -0.10 0.13
H -5.307 7.613 -2.013 0.07 0.01 0.00
H -3.407 5.118 -5.843 0.01 -0.12 -0.08
H -4.814 5.613 -5.264 -0.10 -0.06 -0.02
C -2.631 -4.944 7.267 -0.41 0.06 0.22
C -2.351 -3.527 6.820 0.15 -0.04 -0.46
O -1.596 -2.951 7.894 -0.18 -0.25 0.25
S -0.693 -4.082 8.577 -0.26 0.01 -0.27
O 0.618 -4.014 8.034 0.15 -0.09 0.10
O -0.926 -4.063 9.971 0.17 0.10 0.13
O -1.429 -5.353 7.934 0.17 0.19 -0.20
H -3.453 -4.981 7.984 0.00 0.01 -0.01
H -2.847 -5.608 6.436 0.22 -0.11 0.04
H -3.259 -2.958 6.644 0.07 0.17 0.20
H -1.729 -3.506 5.923 -0.04 -0.03 -0.07
C 4.171 -4.493 -2.346 0.08 0.07 -0.33
Br 2.606 -4.116 -1.257 1.43 -0.27 -1.09
Br 3.987 -6.161 -3.285 -0.04 0.06 0.07
Br 4.549 -3.031 -3.522 -0.09 -0.04 0.07
H 5.008 -4.594 -1.672 -0.04 -0.01 0.06
C -3.303 -1.968 -3.465 0.22 -0.05 -0.07
C -4.747 -1.869 -3.605 -0.03 -0.05 -0.01
N -5.888 -1.793 -3.713 0.00 0.00 0.03
H -2.784 -1.400 -4.237 -0.03 0.01 -0.01
H -2.977 -1.583 -2.502 -0.15 0.13 0.02
H -2.972 -3.004 -3.543 -0.14 -0.03 -0.10
Br -1.309 -0.088 3.111 0.78 -1.54 0.24
```
Positions in Å, forces in eV/Å.

- Kohn-Sham gap: 1.95 eV
- Maximum force: 2.3 eV/Å
- ΔE to the lowest compared entry with this formula, charge and spin: 0.0 kJ/mol

Atom charges from the Löwdin analysis, given in e for atoms 1 to 8:
1. C -0.05
2. C -0.28
3. O -0.16
4. C -0.40
5. C -0.10
6. N -0.04
7. C -0.21
8. C -0.17